(1)
{"formula": "C6H10NO2P", "method": "ωB97M-V/def2-TZVPD", "elements": ["C", "C", "C", "C", "C", "C", "N", "O", "O", "P", "H", "H", "H", "H", "H", "H", "H", "H", "H", "H"], "coordinates": [[-1.7492, 0.4128, 0.1974], [-0.4140, -0.0126, -0.1438], [-2.1931, 1.6635, 0.1285], [0.7356, 0.9653, -0.2383], [-0.8601, -2.5177, -0.4610], [3.4358, 1.6649, 0.1141], [-0.0466, -1.3058, -0.1983], [-3.4377, 2.1057, 0.2544], [0.5768, 2.1743, -0.2671], [2.3363, 0.1526, -0.0919], [-2.5006, -0.2830, 0.3472], [-0.2332, -3.4313, -0.6108], [-1.3616, -2.6990, 0.5085], [-1.6833, -2.2900, -1.2810], [4.4109, 1.3141, 0.4889], [3.0191, 2.4682, 0.7750], [3.3520, 2.1975, -0.9859], [0.9993, -1.5445, -0.3442], [-4.0636, 1.4558, 0.4630], [-1.4431, 2.5614, 0.0941]], "forces_ev_per_a": [[1.243, 0.101, -1.104], [0.880, 2.034, 0.314], [2.749, 3.345, 0.322], [-2.290, -1.723, 0.378], [-1.618, 1.250, 0.418], [-1.440, 1.036, -1.910], [2.759, -3.219, -1.037], [0.280, 1.842, -0.189], [0.212, 0.953, -0.063], [2.032, 0.764, 0.319], [-1.234, -1.873, 0.250], [-0.415, 1.125, -0.434], [-0.375, -0.258, -0.619], [1.807, -0.812, 1.460], [-0.216, 0.476, -0.725], [0.191, -0.965, -0.348], [0.941, -1.353, 2.603], [-2.516, 1.023, 0.319], [-1.331, -1.782, 0.397], [-1.660, -1.961, -0.351]], "lowdin_spin": [0.00, 0.28, 0.15, 0.21, 0.02, 0.08, 0.22, 0.07, 0.24, 0.66, -0.01, 0.00, 0.01, 0.01, 0.00, 0.01, 0.03, 0.01, 0.00, 0.01], "multiplicity": 3, "charge": 0, "s_squared": 2.0240, "energy_ha": -781.05934, "e_above_lowest_kj_mol": 0.0, "lumo_ev": [0.73, -1.28]}


(2)
{"formula": "C6H10NO5PS", "method": "ωB97M-V/def2-TZVPD", "elements": ["N", "P", "O", "O", "S", "O", "O", "C", "C", "C", "C", "C", "C", "H", "H", "H", "H", "H", "H", "H", "H", "O", "H", "H"], "coordinates": [[1.9311, -0.8676, 1.2161], [3.0082, 0.4560, 1.1278], [2.8733, 0.8360, -0.4608], [2.1851, 1.7627, 1.7942], [0.5766, 1.5899, 2.1318], [0.2382, 2.8214, 2.7807], [0.0062, 1.7503, 0.5623], [-0.9385, 0.7763, 0.2470], [-0.8505, 0.1748, -0.9951], [-1.7361, -0.8166, -1.3774], [-2.7324, -1.2239, -0.4964], [-2.8274, -0.5966, 0.7348], [-1.9482, 0.4058, 1.1214], [2.4046, -1.6052, 1.7236], [1.7888, -1.2373, 0.2780], [1.9675, 1.1473, -0.6295], [-0.0770, 0.4871, -1.6802], [-1.6414, -1.2800, -2.3447], [-3.4143, -2.0119, -0.7667], [-3.5992, -0.9051, 1.4229], [-2.0946, 0.8585, 2.0887], [1.3292, -1.0068, -2.6286], [1.9429, -0.3322, -2.3173], [1.6078, -1.1828, -3.5326]], "forces_ev_per_a": [[0.254, 0.108, -0.345], [1.401, 0.195, -0.008], [-0.583, -0.017, 0.067], [-0.992, -0.829, -0.266], [0.128, 0.464, 0.205], [-0.064, 0.153, 0.124], [0.347, -0.285, 0.153], [-0.361, -0.191, -0.072], [0.240, 0.226, -0.228], [-0.241, -0.024, 0.375], [0.351, 0.302, -0.078], [-0.104, -0.191, 0.062], [-0.176, -0.165, -0.097], [-0.176, -0.046, 0.291], [-0.408, 0.083, 0.016], [0.044, 0.218, -0.103], [-0.039, 0.024, 0.009], [0.093, -0.026, -0.156], [-0.142, -0.098, -0.034], [-0.101, 0.021, 0.102], [0.179, 0.226, 0.095], [0.133, -0.010, -0.130], [0.200, -0.067, 0.038], [0.015, -0.070, -0.021]], "nbo_charge": [-1.19, 1.47, -1.01, -0.97, 1.77, -0.90, -0.71, 0.25, -0.21, -0.20, -0.23, -0.19, -0.28, 0.39, 0.41, 0.49, 0.22, 0.22, 0.22, 0.22, 0.23, -0.95, 0.48, 0.48], "charge": 0, "energy_ha": -1405.17019, "e_above_lowest_kj_mol": 0.0, "lumo_ev": 0.47}


(3)
{"formula": "C6H10NOPS", "method": "ωB97M-V/def2-TZVPD", "elements": ["C", "C", "P", "C", "N", "C", "O", "C", "C", "S", "H", "H", "H", "H", "H", "H", "H", "H", "H", "H"], "coordinates": [[-0.4619, -2.0595, 0.3367], [0.6637, -2.4542, -0.6720], [1.3640, -1.2702, -1.9694], [1.1891, 0.1828, -0.8927], [1.3522, 0.2034, 0.3388], [0.8595, 1.2246, 1.0738], [1.0057, 1.4049, 2.2292], [0.0953, 2.2513, 0.2136], [-1.3493, 2.1127, 0.6144], [0.3945, 1.7750, -1.5473], [-0.1829, -1.4740, 1.1471], [-1.3257, -1.6026, -0.1631], [-0.7189, -3.0141, 0.8560], [0.4852, -3.3827, -1.2496], [1.3396, -2.6401, 0.0627], [0.1852, -0.7443, -2.7568], [0.2897, 3.3371, 0.3511], [-1.9979, 2.5132, -0.1779], [-1.5932, 2.6006, 1.5608], [-1.5941, 1.0362, 0.6447]], "forces_ev_per_a": [[-1.421, -2.118, -2.025], [-2.396, 0.811, -1.470], [-0.996, 0.556, 0.085], [-1.312, 2.339, -1.516], [1.279, -2.677, 1.038], [0.229, 2.953, -1.605], [0.133, -0.292, 2.139], [-0.211, 0.822, -0.781], [-1.437, -0.906, -0.932], [0.346, -1.018, 1.123], [1.046, 1.442, 0.985], [-0.055, -0.322, 0.293], [-0.390, 0.505, -0.681], [-0.253, 0.395, 0.559], [3.304, -0.760, 1.195], [1.025, -1.107, 0.921], [0.901, -0.931, 0.069], [0.104, 0.130, 0.353], [0.260, -0.187, -0.054], [-0.156, 0.365, 0.305]], "nbo_charge": [-0.61, -0.67, 0.57, 0.00, -0.58, 0.67, -0.51, -0.44, -0.61, 0.15, 0.22, 0.20, 0.22, 0.23, 0.24, 0.00, 0.25, 0.22, 0.23, 0.21], "smiles": "CCPC1=NC(=O)[C@H](C)S1", "charge": 0, "energy_ha": -1104.10351, "e_above_lowest_kj_mol": 124.0, "lumo_ev": -0.13}


(4)
{"formula": "C6H10NS", "method": "ωB97M-V/def2-TZVPD", "elements": ["C", "C", "C", "C", "C", "C", "N", "S", "H", "H", "H", "H", "H", "H", "H", "H", "H", "H"], "coordinates": [[-1.9054, -2.1137, -2.3118], [-1.3963, -2.0966, -1.1772], [-0.8624, -1.8674, 0.0192], [0.2026, 2.5874, 0.5428], [0.2210, 1.0715, 0.9518], [0.6157, 0.2890, -0.2206], [1.6692, -0.4585, -0.2226], [-1.2460, -2.7391, 1.3380], [-2.0575, -2.2733, -3.3720], [1.3167, 2.7822, 0.1645], [-0.5067, 2.8353, -0.3348], [-0.0269, 3.2457, 1.3037], [0.9247, 1.0191, 1.8258], [-0.8824, 0.8396, 1.0114], [0.0435, 0.5851, -1.1436], [-0.2874, -2.0458, 1.9753], [2.3682, -0.4575, 0.5465], [1.8096, -1.2029, -0.8963]], "forces_ev_per_a": [[1.814, -0.640, 1.332], [-2.366, 0.012, -3.858], [0.219, 0.676, 0.204], [2.418, -0.984, -4.117], [-0.789, 1.894, -0.219], [-0.457, 0.276, -0.036], [1.454, -0.177, 0.208], [0.631, 0.188, 0.552], [-0.437, 0.348, 0.592], [-2.424, 0.180, 0.775], [1.118, -0.641, 1.316], [-0.381, 1.065, 1.831], [-1.219, -0.668, -0.548], [1.183, -0.287, 1.008], [0.614, -1.286, 0.726], [-0.287, -0.467, 1.100], [-1.160, -0.007, -0.497], [0.070, 0.516, -0.369]], "nbo_charge": [-0.07, -0.21, -0.36, -0.58, -0.53, 0.35, -0.67, 0.37, 0.26, 0.21, 0.23, 0.24, 0.25, 0.29, 0.25, 0.12, 0.43, 0.44], "charge": 1, "energy_ha": -687.11371, "e_above_lowest_kj_mol": 443.4, "lumo_ev": -4.81}


(5)
{"formula": "C6H10O", "method": "ωB97M-V/def2-TZVPD", "elements": ["C", "C", "C", "C", "C", "C", "O", "H", "H", "H", "H", "H", "H", "H", "H", "H", "H"], "coordinates": [[-1.2044, -0.2901, -1.3168], [-0.0618, -0.7344, -0.4036], [1.2719, -0.0432, -0.7893], [1.4333, 1.0413, 0.2457], [0.5742, 0.8975, 1.2489], [-0.2914, -0.3292, 1.0761], [-1.6689, -0.1130, 1.3265], [-1.3308, 0.7980, -1.2938], [-0.9909, -0.5906, -2.3495], [-2.1521, -0.7415, -1.0133], [0.0313, -1.8236, -0.4764], [1.2465, 0.3564, -1.8116], [2.1169, -0.7434, -0.7428], [2.1928, 1.8164, 0.1705], [0.5195, 1.5371, 2.1264], [0.0800, -1.1278, 1.7389], [-1.7659, 0.0902, 2.2641]], "forces_ev_per_a": [[-0.048, 0.028, -0.028], [0.024, -0.069, -0.026], [0.025, -0.034, -0.058], [-0.096, -0.022, 0.072], [0.157, 0.078, -0.102], [0.376, -0.013, -0.132], [-0.162, 0.042, 0.276], [0.039, -0.135, 0.010], [-0.015, 0.052, 0.169], [0.132, 0.076, -0.052], [0.005, 0.150, 0.011], [0.007, -0.082, 0.152], [-0.099, 0.095, -0.022], [-0.160, -0.113, 0.032], [-0.021, -0.085, -0.105], [-0.090, 0.064, -0.059], [-0.073, -0.032, -0.138]], "nbo_charge": [-0.61, -0.22, -0.44, -0.17, -0.23, 0.06, -0.72, 0.21, 0.20, 0.22, 0.20, 0.21, 0.21, 0.21, 0.21, 0.16, 0.47], "smiles": "C[C@H]1CC=C[C@H]1O", "charge": 0, "energy_ha": -309.83431, "e_above_lowest_kj_mol": 21.2, "lumo_ev": 0.94}


(6)
{"formula": "C6H10O", "method": "ωB97M-V/def2-TZVPD", "elements": ["C", "C", "C", "C", "O", "C", "C", "H", "H", "H", "H", "H", "H", "H", "H", "H", "H"], "coordinates": [[-0.7904, 2.0004, 0.2438], [0.6060, 1.4955, 0.1907], [0.8292, 0.2468, 0.9952], [0.5616, -0.9389, 0.0468], [1.3258, -2.0846, 0.2799], [-0.8118, -1.1224, -0.5289], [0.3144, -0.5930, -1.3856], [-0.7055, 3.0515, 0.5545], [-1.5252, 1.4870, 0.8865], [-1.1856, 2.0725, -0.7808], [0.3843, 0.4678, -1.6219], [0.1869, 0.1620, 1.8890], [1.8809, 0.1724, 1.2924], [0.9415, -2.5544, 1.0322], [-1.1040, -2.1488, -0.7311], [-1.6252, -0.4777, -0.2050], [0.7170, -1.2362, -2.1575]], "forces_ev_per_a": [[0.038, -0.050, 0.058], [-0.225, -0.017, 0.277], [0.059, 0.029, 0.020], [-0.132, 0.298, -0.150], [-0.051, -0.079, 0.204], [-0.153, -0.057, 0.020], [0.133, 0.014, -0.171], [-0.014, -0.067, -0.003], [0.156, 0.029, -0.050], [0.135, 0.044, 0.149], [-0.152, -0.238, -0.138], [0.028, 0.004, -0.123], [-0.147, 0.007, -0.046], [0.097, 0.072, -0.116], [0.066, 0.140, 0.075], [0.185, -0.061, -0.129], [-0.022, -0.069, 0.124]], "nbo_charge": [-0.81, 0.21, -0.60, 0.26, -0.69, -0.46, -0.43, 0.27, 0.18, 0.26, 0.23, 0.19, 0.24, 0.47, 0.23, 0.21, 0.24], "charge": 0, "energy_ha": -309.67997, "e_above_lowest_kj_mol": 426.4, "lumo_ev": 0.13}


(7)
{"formula": "C6H10O", "method": "ωB97M-V/def2-TZVPD", "elements": ["C", "C", "C", "C", "C", "C", "H", "H", "H", "H", "H", "H", "H", "H", "O", "H", "H"], "coordinates": [[-1.8205, -2.0288, -1.9858], [-1.4700, -0.7203, -1.8896], [-0.6178, -0.0662, -0.8157], [0.0322, -0.8144, 0.1482], [1.1285, 0.0154, 0.7913], [1.9053, -0.4636, 1.8215], [-2.2292, -2.3552, -3.0709], [-1.7360, -2.9495, -1.3828], [-1.9416, -0.1097, -2.7212], [-0.4404, 1.0611, -0.8240], [0.1622, -1.9588, 0.1917], [0.9450, 1.0799, 0.6808], [1.5531, -1.2701, 2.4612], [2.8308, -0.0047, 2.3064], [0.7897, 3.5863, 1.0560], [0.0735, 4.0461, 1.3904], [0.8350, 2.9526, 1.8423]], "forces_ev_per_a": [[-0.673, -0.506, -3.164], [-0.612, -0.177, 0.213], [-0.533, -1.487, 0.212], [1.706, 1.478, -1.300], [-0.970, -1.733, 2.956], [0.161, 1.207, 0.137], [0.489, 0.959, 2.691], [0.539, 1.119, 0.261], [1.219, -0.418, 1.112], [-0.396, -1.784, -0.171], [-0.763, 2.024, -0.095], [1.157, 0.057, -0.948], [0.292, -0.831, -0.932], [-1.602, 0.105, -1.016], [1.898, -2.997, 1.361], [-2.542, 2.223, 0.401], [0.631, 0.763, -1.715]], "nbo_charge": [-0.38, -0.24, -0.21, -0.22, -0.21, -0.41, 0.19, 0.21, 0.22, 0.22, 0.23, 0.21, 0.19, 0.20, -0.92, 0.46, 0.46], "smiles": "C=C/C=C/C=C.O", "charge": 0, "energy_ha": -309.71110, "e_above_lowest_kj_mol": 344.7, "lumo_ev": 0.14}


(8)
{"formula": "C6H10O", "method": "ωB97M-V/def2-TZVPD", "elements": ["C", "C", "C", "O", "C", "C", "C", "H", "H", "H", "H", "H", "H", "H", "H", "H", "H"], "coordinates": [[2.5266, 0.4154, 0.5256], [1.6313, -0.7121, 0.1055], [0.3222, -0.8259, 0.3183], [-0.4312, 0.0841, 0.9919], [-1.8376, 0.0368, 0.7839], [-2.4387, 0.1515, -0.5623], [-2.5041, -1.0224, -0.0026], [3.4043, 0.0287, 1.0580], [2.0104, 1.1216, 1.1809], [2.9026, 0.9674, -0.3456], [2.0908, -1.5436, -0.4238], [-0.2177, -1.7039, -0.0319], [-2.2964, 0.4877, 1.6631], [-2.6437, 0.7803, -1.4164], [-2.7970, -2.0606, -0.0666], [0.2852, 2.4309, -0.9036], [-0.2441, 1.9348, -0.7460]], "forces_ev_per_a": [[0.000, 0.071, 0.048], [-0.108, -0.062, 0.001], [0.143, -0.162, -0.127], [0.174, -0.018, -0.029], [-0.183, 0.079, 0.205], [-0.032, -0.196, 0.010], [0.000, 0.134, -0.142], [-0.148, 0.077, -0.055], [0.039, -0.099, -0.107], [-0.072, -0.082, 0.127], [-0.070, 0.091, 0.081], [0.111, 0.099, 0.021], [0.083, -0.073, -0.142], [0.018, -0.104, 0.141], [0.002, 0.180, 0.005], [-0.028, 0.023, -0.051], [0.069, 0.041, 0.013]], "nbo_charge": [-0.65, -0.27, 0.12, -0.52, 0.05, -0.19, -0.21, 0.21, 0.22, 0.21, 0.20, 0.17, 0.18, 0.23, 0.23, 0.00, 0.00], "smiles": "C/C=C\\OC1C=C1.[H][H]", "charge": 0, "energy_ha": -309.69510, "e_above_lowest_kj_mol": 386.7, "lumo_ev": 1.16}